Computed, not measured: a 16-piece molecular cluster, C72H178N10O22 overall at a distorted geometry, with wB97M-V/def2-TZVPD.

Summary:
total charge	0
HOMO-LUMO gap	8.055	eV
electronic energy	-5052.1886	a.u.

Last column: Löwdin charge in e.
CARTESIAN COORDINATES (ANGSTROEM)
C -4.8518 0.9640 8.0880  -0.062
C -4.1695 0.6026 6.7252  -0.392
C -2.6545 0.7387 6.8199  -0.212
O -2.0686 -0.2966 7.6124  -0.191
C -0.6773 -0.2688 7.7504  -0.118
N -4.6603 -0.7542 6.3202  0.027
H -5.9295 0.9722 7.9248  0.068
H -4.6366 1.9848 8.4039  0.069
H -4.6309 0.2838 8.9105  0.074
H -4.6383 1.1697 5.9209  0.130
H -2.4110 1.7498 7.1462  0.119
H -2.2253 0.7467 5.8180  0.113
H -0.2242 -0.3101 6.7599  0.089
H -0.3077 -1.1381 8.2944  0.083
H -0.3831 0.5261 8.4358  0.089
H -4.2038 -0.9940 5.4518  0.060
H -4.4697 -1.4502 7.0269  0.056
C -1.7685 -8.5366 -1.3231  -0.056
C -1.5162 -9.1689 -2.6869  -0.484
C -0.0182 -9.0402 -3.0024  -0.198
O 0.3219 -7.6664 -3.1564  -0.201
C -0.0939 -7.0360 -4.3684  -0.101
N -1.8937 -10.5195 -2.6381  0.029
H -1.1367 -8.9717 -0.5487  0.084
H -2.8346 -8.6034 -1.1064  0.074
H -1.6528 -7.4528 -1.3218  0.073
H -2.1122 -8.7641 -3.5048  0.134
H 0.2020 -9.5480 -3.9414  0.116
H 0.6470 -9.4356 -2.2347  0.129
H -1.1684 -7.0639 -4.5494  0.075
H 0.4473 -7.4588 -5.2149  0.086
H 0.0859 -5.9626 -4.3088  0.086
H -1.2186 -11.0998 -2.1611  0.079
H -1.9630 -10.8069 -3.6039  0.077
C -8.4011 -5.8740 -3.0398  -0.068
C -9.5040 -6.8965 -2.9900  -0.458
C -10.6783 -6.5472 -3.8955  -0.225
O -11.5375 -5.6538 -3.2216  -0.156
C -12.4413 -5.0252 -4.0888  -0.138
N -8.9584 -8.1427 -3.5021  0.029
H -7.8256 -6.0873 -3.9405  0.081
H -7.7269 -5.9193 -2.1845  0.079
H -8.8185 -4.8688 -3.0979  0.081
H -9.8491 -7.0104 -1.9623  0.138
H -11.2091 -7.4752 -4.1083  0.119
H -10.2750 -6.2940 -4.8759  0.129
H -13.1250 -4.4255 -3.4879  0.084
H -13.1591 -5.6178 -4.6560  0.083
H -12.0347 -4.3391 -4.8318  0.085
H -9.3427 -8.9677 -3.0643  0.075
H -7.9704 -8.1180 -3.2938  0.061
C -8.6262 0.4996 -7.5503  -0.054
C -7.1544 0.2003 -7.1872  -0.459
C -6.6627 -1.0636 -7.8868  -0.199
O -5.2313 -1.2239 -8.0403  -0.202
C -4.8340 -2.4424 -8.6759  -0.110
N -6.3091 1.3450 -7.4270  0.041
H -8.7531 0.6715 -8.6191  0.076
H -8.9261 1.4684 -7.1509  0.074
H -9.2731 -0.2560 -7.1045  0.077
H -6.9943 -0.0509 -6.1387  0.133
H -7.0851 -1.0793 -8.8915  0.118
H -7.0497 -1.9051 -7.3121  0.122
H -5.4066 -3.3359 -8.4271  0.081
H -3.8025 -2.7256 -8.4661  0.082
H -4.9024 -2.2910 -9.7531  0.082
H -6.3651 1.5947 -8.4041  0.074
H -5.4113 0.9593 -7.1715  0.065
C 8.2570 3.9132 -8.8521  -0.045
C 8.1679 4.9246 -7.6111  -0.419
C 6.7595 5.6905 -7.6137  -0.182
O 6.5663 6.4419 -6.3974  -0.196
C 5.3645 7.1566 -6.4181  -0.137
N 8.1880 4.1382 -6.4747  0.012
H 9.0674 3.1869 -8.7907  0.069
H 8.4028 4.4476 -9.7909  0.062
H 7.3416 3.3373 -8.9880  0.066
H 8.9037 5.7218 -7.5052  0.135
H 5.9613 4.9646 -7.7687  0.116
H 6.7877 6.4034 -8.4377  0.116
H 5.0344 7.7086 -5.5381  0.087
H 4.5493 6.5146 -6.7517  0.083
H 5.4112 7.9740 -7.1377  0.081
H 7.9681 4.7454 -5.6981  0.072
H 7.4073 3.5011 -6.5434  0.080
C 8.4051 -2.8264 -6.4369  -0.066
C 7.5695 -3.4157 -5.3172  -0.442
C 6.5339 -2.3706 -4.7377  -0.202
O 7.1545 -1.3752 -4.0223  -0.182
C 7.5823 -1.6821 -2.7324  -0.104
N 6.9008 -4.5855 -5.8247  -0.001
H 9.0574 -2.0768 -5.9889  0.074
H 7.7732 -2.2403 -7.1041  0.078
H 8.9949 -3.5616 -6.9844  0.076
H 8.1875 -3.9961 -4.6321  0.124
H 5.8246 -2.9276 -4.1255  0.112
H 5.9346 -1.9727 -5.5565  0.130
H 8.4318 -2.3582 -2.8290  0.086
H 6.7251 -1.9221 -2.1034  0.094
H 8.1068 -0.8355 -2.2893  0.087
H 6.0588 -4.8173 -5.3173  0.063
H 7.5257 -5.3775 -5.8721  0.073
C -4.0135 8.1944 -6.3719  -0.255
C -3.3303 8.6012 -7.6434  -0.257
O -2.8325 7.4522 -8.3185  -0.065
O -5.1957 7.4435 -6.5744  -0.068
H -4.3458 9.0787 -5.8281  0.119
H -3.3127 7.6206 -5.7654  0.122
H -2.4568 9.2380 -7.5036  0.121
H -3.9906 9.2151 -8.2559  0.117
H -3.6098 6.9832 -8.6307  0.076
H -5.2210 6.4859 -6.5126  0.089
C -5.1070 6.7927 3.5709  -0.296
C -6.0392 7.9461 4.0535  -0.223
O -5.9725 9.1801 3.3339  -0.063
O -5.3557 6.2889 2.3239  -0.047
H -5.0529 5.9879 4.3040  0.114
H -4.1050 7.2215 3.5829  0.113
H -5.7023 8.0871 5.0805  0.114
H -7.0659 7.5807 4.0325  0.115
H -6.5614 9.0962 2.5803  0.081
H -4.5949 5.7459 2.1052  0.093
C 0.3384 8.8612 6.9202  -0.222
C 0.7273 10.2157 7.5406  -0.258
O 1.8870 10.8143 6.9583  -0.052
O -0.8493 8.3145 7.5724  -0.082
H 1.1516 8.1507 7.0684  0.112
H 0.2009 8.9177 5.8404  0.112
H 0.9566 10.0309 8.5900  0.123
H -0.1753 10.8084 7.3920  0.119
H 1.4897 11.2624 6.2080  0.082
H -1.1712 8.9168 8.2471  0.066
C -10.9138 -0.9993 3.0752  -0.247
C -10.5272 -1.8732 1.9024  -0.245
O -11.4011 -1.6818 0.7810  -0.084
O -10.3945 -1.3674 4.3459  -0.065
H -12.0030 -1.0397 3.0804  0.124
H -10.6256 0.0439 2.9462  0.118
H -10.6302 -2.9265 2.1632  0.121
H -9.5594 -1.6211 1.4688  0.115
H -11.2824 -2.4400 0.2043  0.077
H -9.4477 -1.5251 4.3609  0.085
C -3.0684 12.2610 -1.5409  -0.308
C -1.9986 12.7849 -2.4715  -0.238
O -1.0307 11.7692 -2.7230  -0.056
O -2.7432 12.2384 -0.2101  -0.044
H -3.3053 11.2152 -1.7362  0.117
H -4.0457 12.6884 -1.7656  0.115
H -1.7916 13.8311 -2.2461  0.119
H -2.3452 12.9614 -3.4897  0.117
H -0.6243 11.5248 -1.8883  0.082
H -3.4574 11.7799 0.2385  0.095
C -0.3431 2.1146 -9.5727  -0.257
C 0.5932 2.4798 -10.8053  -0.208
O 0.0918 1.8501 -11.9734  -0.076
O -0.0692 0.8207 -9.1806  -0.073
H -1.4202 2.1483 -9.7365  0.115
H -0.2134 2.7516 -8.6977  0.113
H 1.5786 2.0502 -10.6253  0.115
H 0.5755 3.5658 -10.8971  0.114
H 0.2203 0.9003 -11.9185  0.075
H -0.4406 0.2124 -9.8237  0.081
C 7.2845 6.5994 4.0238  -0.052
C 8.5997 6.1753 3.3999  -0.455
C 8.5107 6.1840 1.8130  -0.112
C 8.6625 7.6343 1.2926  -0.185
C 9.9308 8.3138 1.7851  -0.150
C 10.1851 8.2485 3.3163  -0.502
N 9.7930 6.9464 3.8495  -0.109
O 10.2886 6.6455 5.1626  -0.010
C 11.6990 8.4766 3.3857  -0.047
C 9.3232 9.3920 3.9589  -0.013
C 8.8011 4.6667 3.8561  -0.042
H 7.3194 6.6392 5.1126  0.089
H 6.5102 5.8838 3.7474  0.081
H 6.9299 7.6026 3.7874  0.068
H 9.2194 5.4879 1.3643  0.109
H 7.5418 5.7830 1.5154  0.111
H 7.7292 8.1630 1.4867  0.103
H 8.6351 7.6164 0.2031  0.105
H 9.9298 9.3202 1.3663  0.121
H 10.8034 7.8260 1.3507  0.112
H 12.1792 9.1769 2.7023  0.087
H 11.9345 8.7837 4.4047  0.079
H 12.1488 7.4928 3.2521  0.083
H 9.1906 9.3164 5.0381  0.082
H 9.6701 10.3476 3.5657  0.082
H 8.3247 9.1805 3.5763  0.052
H 7.8893 4.0718 3.8033  0.074
H 8.9852 4.6336 4.9299  0.069
H 9.5886 4.1050 3.3536  0.077
H 11.0053 6.0589 4.9098  0.094
C 0.4668 4.2279 -0.2453  -0.040
C 0.3342 2.8145 -0.8548  -0.489
C 0.9306 1.8721 0.2180  -0.118
C 0.5595 0.3585 0.0440  -0.171
C -0.9303 0.0944 -0.1047  -0.144
C -1.6232 1.0726 -1.0887  -0.498
N -1.0829 2.4421 -0.9777  -0.117
O -1.7749 3.3676 -1.7792  -0.003
C -1.3842 0.4953 -2.5415  -0.024
C -3.0702 0.9772 -0.8138  -0.062
C 0.9908 2.6551 -2.2398  -0.020
H 1.4996 4.5688 -0.1734  0.083
H -0.0198 4.4352 0.7077  0.083
H 0.0034 5.0378 -0.8087  0.073
H 2.0171 1.9328 0.1553  0.116
H 0.6415 2.1559 1.2299  0.114
H 1.0169 -0.1689 0.8811  0.106
H 1.0958 -0.0611 -0.8072  0.099
H -1.4464 -0.0111 0.8496  0.114
H -1.0271 -0.9534 -0.3887  0.117
H -1.9225 -0.4281 -2.7550  0.082
H -1.7569 1.1532 -3.3266  0.078
H -0.3238 0.2628 -2.6397  0.059
H -3.4173 1.4733 0.0926  0.093
H -3.7110 1.3886 -1.5937  0.086
H -3.3166 -0.0820 -0.7396  0.089
H 0.4966 3.2604 -2.9997  0.082
H 1.0452 1.6346 -2.6189  0.064
H 2.0237 3.0028 -2.2237  0.084
H -1.5158 3.0536 -2.6486  0.065
C 8.4755 -9.5620 1.6163  -0.032
C 8.0625 -8.2193 2.4148  -0.436
C 7.0563 -7.6035 1.4097  -0.146
C 6.2690 -6.4370 2.0333  -0.179
C 5.4902 -7.0304 3.2321  -0.109
C 6.4620 -7.7547 4.2786  -0.558
N 7.3946 -8.6328 3.6816  -0.128
O 8.2294 -9.3320 4.5700  0.002
C 7.1519 -6.7766 5.1662  -0.036
C 5.5478 -8.5957 5.1501  -0.045
C 9.3272 -7.2835 2.6529  -0.019
H 7.6047 -10.2077 1.7293  0.077
H 9.3022 -10.0622 2.1208  0.068
H 8.6909 -9.4798 0.5509  0.074
H 7.7493 -7.1704 0.6884  0.116
H 6.3320 -8.3340 1.0491  0.122
H 5.4666 -6.1464 1.3553  0.106
H 6.8844 -5.6230 2.4164  0.103
H 4.7584 -7.6685 2.7368  0.113
H 4.9643 -6.2516 3.7843  0.113
H 7.8817 -6.1662 4.6343  0.074
H 6.4576 -6.0733 5.6259  0.091
H 7.5289 -7.3716 5.9980  0.088
H 6.1282 -9.0551 5.9502  0.080
H 4.8772 -7.9065 5.6633  0.083
H 4.8957 -9.3249 4.6694  0.090
H 10.0048 -7.3129 1.7996  0.080
H 9.9618 -7.7503 3.4061  0.067
H 9.0707 -6.2763 2.9812  0.060
H 8.9154 -8.7347 4.8770  0.078
C -6.4334 -4.8005 9.2172  -0.025
C -5.8809 -6.0797 8.5105  -0.484
C -6.9374 -6.2960 7.3939  -0.142
C -6.5318 -7.3957 6.3988  -0.174
C -5.1460 -7.1024 5.8193  -0.156
C -4.0409 -6.6410 6.7699  -0.466
N -4.6170 -5.7836 7.8202  -0.143
O -3.6998 -5.3440 8.7518  -0.010
C -3.3879 -7.8476 7.4567  -0.036
C -2.9994 -5.8161 5.8812  -0.015
C -5.8484 -7.2574 9.4779  -0.031
H -5.6984 -4.1625 9.7079  0.075
H -7.1132 -5.0680 10.0262  0.075
H -7.0387 -4.2115 8.5281  0.074
H -7.9432 -6.4914 7.7658  0.121
H -7.0894 -5.4004 6.7914  0.114
H -7.2669 -7.4112 5.5941  0.109
H -6.4377 -8.4327 6.7210  0.104
H -5.1324 -6.4737 4.9290  0.109
H -4.9360 -8.0804 5.3862  0.113
H -2.8605 -8.4980 6.7589  0.081
H -2.5524 -7.5115 8.0708  0.078
H -4.0100 -8.4910 8.0789  0.070
H -2.9364 -6.4339 4.9854  0.073
H -3.3046 -4.8167 5.5710  0.077
H -1.9995 -5.7263 6.3057  0.073
H -5.8427 -8.2412 9.0087  0.068
H -6.6677 -7.1684 10.1913  0.078
H -4.9601 -7.1678 10.1032  0.087
H -3.5556 -4.4840 8.3503  0.105